(1)
Computed, not measured: a 7-piece molecular cluster, C22H59BrFNO11PS2 overall, with the ωB97M-V functional and the def2-TZVPD basis.

HOMO = -5.41 eV
LUMO level = 0.0763 Eh
orbital gap = 7.489 eV
net charge = -1

Last column: Löwdin charge in e.
Geometry (Å):
C (3.242, -5.182, 2.408)  -0.2040
C (1.680, -4.857, 2.233)  -0.3468
C (1.349, -3.262, 2.352)  -0.7116
Br (2.483, -2.661, 3.877)  0.6598
P (1.714, -2.447, 0.642)  0.4391
C (-0.010, -3.126, 0.059)  -0.3302
C (-1.115, -1.995, -0.136)  -0.2405
C (-2.144, -1.909, 1.118)  -0.1923
C (-1.917, -0.548, 1.924)  -0.2081
S (-1.688, -0.779, 3.750)  0.7253
O (-2.701, 0.118, 4.421)  -0.3593
O (-1.761, -2.207, 4.197)  -0.3500
O (-0.179, -0.181, 4.106)  -0.2581
N (3.269, -1.762, 1.103)  -0.1712
C (3.371, -0.496, 1.333)  -0.4356
C (2.733, 0.779, 0.658)  -0.0709
C (4.454, -0.105, 2.479)  -0.1034
S (2.106, -1.822, -1.431)  0.7071
O (1.290, -0.635, -1.899)  -0.4176
O (1.942, -2.936, -2.454)  -0.4255
F (3.734, -1.339, -1.693)  -0.3168
H (3.568, -5.321, 3.483)  0.0459
H (3.816, -4.319, 1.910)  0.0511
H (3.493, -6.097, 1.757)  0.0737
H (1.236, -5.321, 1.300)  0.0906
H (1.139, -5.347, 3.122)  0.1001
H (0.274, -3.085, 2.717)  0.0457
H (0.977, -1.231, 0.973)  0.0266
H (2.282, -3.732, 0.248)  0.0300
H (-0.466, -3.863, 0.818)  0.0779
H (0.063, -3.753, -0.899)  0.0812
H (-0.725, -0.943, -0.287)  0.0715
H (-1.699, -2.265, -1.088)  0.1156
H (-3.188, -1.867, 0.648)  0.0957
H (-2.129, -2.844, 1.760)  0.0991
H (-1.016, 0.060, 1.550)  0.0925
H (-2.824, 0.124, 1.721)  0.1144
H (0.283, -0.728, 4.779)  0.0756
H (1.585, 0.793, 0.735)  0.0688
H (2.963, 0.894, -0.454)  0.0760
H (3.064, 1.759, 1.159)  0.0797
H (5.191, 0.601, 1.959)  0.0690
H (5.058, -1.026, 2.780)  0.0651
H (3.978, 0.435, 3.354)  0.0655
C (-3.869, 1.630, -2.242)  -0.0881
C (-3.366, 0.221, -1.995)  -0.3157
O (-4.211, -0.444, -1.057)  -0.0964
H (-3.895, 2.198, -1.309)  0.0630
H (-3.227, 2.153, -2.955)  0.0792
H (-4.890, 1.614, -2.635)  0.0694
H (-2.356, 0.243, -1.584)  0.0943
H (-3.347, -0.356, -2.923)  0.1058
H (-5.100, -0.467, -1.432)  0.0805
C (-2.549, 4.354, 0.944)  -0.0884
C (-1.472, 3.347, 0.592)  -0.3118
O (-0.708, 3.013, 1.746)  -0.0967
H (-2.104, 5.262, 1.359)  0.0771
H (-3.138, 4.620, 0.060)  0.0383
H (-3.222, 3.949, 1.707)  0.0790
H (-0.791, 3.762, -0.154)  0.1173
H (-1.914, 2.431, 0.185)  0.0925
H (-1.316, 2.637, 2.398)  0.0712
C (0.267, 3.938, 5.812)  -0.0954
C (0.099, 2.500, 6.269)  -0.3002
O (-0.217, 1.662, 5.162)  -0.1311
H (-0.648, 4.296, 5.334)  0.0743
H (0.504, 4.592, 6.656)  0.0669
H (1.067, 4.017, 5.071)  0.0733
H (-0.715, 2.422, 6.993)  0.1148
H (1.017, 2.131, 6.740)  0.1084
H (0.509, 1.728, 4.531)  0.0852
C (-5.808, 6.592, -2.737)  -0.0954
C (-5.302, 5.213, -2.364)  -0.3175
O (-4.683, 5.243, -1.082)  -0.1086
H (-4.986, 7.312, -2.746)  0.0771
H (-6.280, 6.582, -3.722)  0.0726
H (-6.536, 6.949, -2.002)  0.0713
H (-4.559, 4.870, -3.087)  0.1140
H (-6.122, 4.488, -2.341)  0.1090
H (-5.347, 5.538, -0.445)  0.0923
C (-0.420, -2.027, -5.377)  -0.0896
C (-0.668, -0.545, -5.177)  -0.3241
O (-0.803, -0.253, -3.794)  -0.1096
H (-1.242, -2.613, -4.960)  0.0746
H (-0.319, -2.267, -6.440)  0.0662
H (0.491, -2.340, -4.858)  0.0654
H (-1.590, -0.240, -5.678)  0.1030
H (0.159, 0.048, -5.583)  0.1056
H (0.027, -0.519, -3.361)  0.0346
C (5.788, -2.059, -4.965)  -0.0929
C (6.303, -3.436, -4.597)  -0.3289
O (6.935, -3.402, -3.323)  -0.0902
H (6.607, -1.334, -4.984)  0.0733
H (5.305, -2.071, -5.945)  0.0703
H (5.067, -1.706, -4.222)  0.0649
H (7.039, -3.777, -5.329)  0.1053
H (5.486, -4.162, -4.565)  0.1083
H (6.276, -3.108, -2.680)  0.0820

(2)
Computed, not measured: C2HFOPt as an isolated structure, with the ωB97M-V functional and the def2-TZVPD basis.

HOMO (alpha / beta) = -9.14 / -8.43 eV
LUMO level (alpha / beta) = -0.0704 / -0.0791 Eh
orbital gap (alpha / beta) = 7.221 / 6.282 eV
<S²> = 2.208
2S+1 = 3
net charge = 0

Last column: Löwdin charge in e.
Geometry (Å):
H (-1.382, 1.329, 0.329)  0.2619
O (-1.008, 0.779, -0.769)  -0.0998
C (0.184, -0.755, 0.498)  -0.2768
C (-0.801, 0.065, 0.338)  -0.3530
Pt (0.959, -0.849, -1.123)  0.9011
F (2.048, -0.570, 0.727)  -0.4333

One value per record, in order, for max |F|: 0.1552 0.0680 Eh/bohr.